1.
The following is a DFT calculation (wB97M-V/def2-TZVPD) of C52H47Cl6CuF12N9O22S4 as an isolated structure.

Energy (eV): -308831.717
Highest occupied orbital energy (alpha / beta) (Ha): -0.427 / -0.427
Total charge: +1
Kohn-Sham gap (alpha / beta) (eV): 6.972 / 3.128
⟨S²⟩: 2.02
2S+1: 3

Geometry (Å):
Cu1 -2.414 1.866 0.712
C1 -3.227 -0.759 3.649
F1 -3.784 -1.174 4.769
F2 -1.873 -1.059 3.649
F3 -3.839 -1.378 2.622
S1 -3.464 1.238 3.630
O1 -4.291 1.565 4.778
O2 -2.131 1.882 3.616
N1 -4.026 1.611 2.009
S2 -5.575 1.224 2.012
O3 -5.966 0.862 0.590
O4 -6.051 0.298 3.053
C2 -6.382 2.969 2.224
F4 -6.305 3.396 3.539
F5 -5.773 3.805 1.354
F6 -7.629 3.017 1.868
C3 1.191 0.889 3.047
F7 0.883 -0.303 3.478
F8 0.650 1.822 3.773
F9 2.526 0.984 3.063
S3 0.715 1.091 1.223
O5 0.529 2.543 1.127
O6 1.807 0.589 0.430
N2 -0.885 0.445 0.964
S4 -0.556 -1.020 0.530
O7 0.538 -1.762 1.193
O8 -1.746 -1.846 0.664
C4 -0.264 -0.888 -1.330
F10 -0.625 0.333 -1.800
F11 1.006 -1.025 -1.586
F12 -0.978 -1.812 -1.879
Cl1 0.935 5.547 2.844
C5 0.697 4.826 4.510
C6 0.487 5.965 5.585
Cl2 -0.921 6.952 5.361
H1 1.602 4.243 4.679
H2 -0.139 4.158 4.302
H3 1.436 6.496 5.643
H4 0.285 5.381 6.483
Cl3 -3.792 -4.980 -1.094
C7 -4.551 -4.805 0.538
C8 -3.575 -4.482 1.695
Cl4 -2.238 -5.700 1.898
H5 -5.069 -5.733 0.784
H6 -5.209 -3.944 0.424
H7 -4.129 -4.389 2.629
H8 -3.084 -3.546 1.430
Cl5 4.685 2.810 1.659
C9 5.483 2.762 3.199
C10 6.260 4.035 3.501
Cl6 7.474 4.403 2.181
H9 6.240 1.987 3.078
H10 4.741 2.504 3.954
H11 6.766 4.055 4.466
H12 5.620 4.917 3.513
C11 -1.573 1.170 6.936
C12 -0.943 -0.040 6.654
C13 0.445 -0.045 6.556
C14 1.160 1.208 6.639
C15 0.424 2.372 6.943
C16 -0.882 2.323 7.121
N3 2.588 1.240 6.384
O9 3.206 0.187 6.146
O10 3.125 2.366 6.402
H13 -2.639 1.141 7.111
H14 -1.468 -0.978 6.551
H15 1.048 -0.909 6.316
H16 0.918 3.327 7.047
H17 -1.404 3.223 7.408
C17 4.154 3.484 -2.325
C18 3.407 2.503 -1.618
C19 2.927 1.389 -2.343
C20 3.266 1.226 -3.730
C21 3.910 2.294 -4.397
C22 4.381 3.420 -3.702
N4 2.709 0.040 -4.505
O11 2.832 0.051 -5.722
O12 2.198 -0.901 -3.957
H18 4.442 4.381 -1.797
H19 3.183 2.610 -0.566
H20 2.494 0.594 -1.754
H21 4.077 2.156 -5.455
H22 5.048 4.121 -4.182
C23 4.595 -2.256 3.045
C24 3.285 -2.639 2.758
C25 3.126 -3.913 2.186
C26 4.155 -4.803 1.957
C27 5.451 -4.417 2.308
C28 5.688 -3.136 2.854
N5 3.915 -6.207 1.482
O13 2.794 -6.597 1.551
O14 4.886 -6.955 1.309
H23 4.798 -1.265 3.424
H24 2.352 -2.125 2.935
H25 2.201 -4.306 1.789
H26 6.350 -5.015 2.281
H27 6.665 -2.765 3.127
C29 -1.858 -2.908 -4.870
C30 -3.014 -2.864 -5.694
C31 -2.964 -2.229 -6.934
C32 -1.790 -1.605 -7.349
C33 -0.647 -1.592 -6.478
C34 -0.692 -2.327 -5.267
N6 -1.668 -0.931 -8.606
O15 -2.594 -0.284 -9.023
O16 -0.607 -1.042 -9.173
H28 -1.905 -3.480 -3.955
H29 -3.940 -3.266 -5.310
H30 -3.865 -2.065 -7.506
H31 0.288 -1.107 -6.716
H32 0.175 -2.434 -4.632
C35 1.838 6.549 -2.545
C36 1.593 5.911 -1.306
C37 0.693 4.863 -1.264
C38 0.195 4.273 -2.477
C39 0.633 4.811 -3.708
C40 1.419 6.002 -3.730
N7 -0.752 3.155 -2.519
O17 -0.980 2.643 -3.602
O18 -1.354 2.891 -1.439
H33 2.403 7.469 -2.569
H34 1.979 6.285 -0.370
H35 0.466 4.488 -0.277
H36 0.411 4.327 -4.647
H37 1.772 6.453 -4.646
C41 0.305 -5.862 -0.973
C42 0.161 -6.711 -2.031
C43 0.814 -6.480 -3.229
C44 1.634 -5.342 -3.386
C45 1.740 -4.458 -2.335
C46 1.049 -4.678 -1.115
N8 2.279 -5.002 -4.680
O19 2.816 -3.918 -4.765
O20 2.323 -5.865 -5.536
H38 0.044 -6.202 0.018
H39 -0.414 -7.618 -1.926
H40 0.711 -7.174 -4.050
H41 2.338 -3.565 -2.439
H42 1.209 -4.032 -0.264
C47 -5.544 -0.355 -5.215
C48 -6.027 -1.239 -4.273
C49 -5.588 -1.260 -2.985
C50 -4.520 -0.396 -2.620
C51 -3.957 0.424 -3.613
C52 -4.488 0.464 -4.875
N9 -4.003 -0.344 -1.214
O21 -3.152 0.506 -0.859
O22 -4.386 -1.138 -0.443
H43 -6.006 -0.410 -6.190
H44 -6.835 -1.896 -4.561
H45 -6.117 -1.861 -2.260
H46 -3.071 0.991 -3.367
H47 -3.907 1.019 -5.596

2.
The following is a DFT calculation (wB97M-V/def2-TZVPD) of C52H47F4KN11O8Te as an isolated structure.

Relative energy (zero: lowest compared OMol25 entry of this formula, charge and spin) (eV): 1.424
Energy (eV): -121947.062
Highest occupied orbital energy (alpha / beta) (Ha): -0.146 / -0.146
Total charge: -2
Kohn-Sham gap (alpha / beta) (eV): 7.223 / 4.454
⟨S²⟩: 0.81
2S+1: 2

Geometry (Å):
K1 1.682 0.089 1.642
O1 4.748 5.908 3.591
C1 4.147 4.816 3.003
C2 4.873 3.780 2.489
C3 4.209 2.746 1.829
N1 2.869 2.630 1.773
C4 2.176 3.631 2.287
C5 2.763 4.751 2.838
C6 0.636 3.508 2.336
O2 -0.069 4.508 2.540
O3 0.193 2.313 2.138
C7 5.030 1.656 1.137
O4 6.295 1.567 1.282
O5 4.338 0.897 0.424
H1 5.701 5.731 3.437
H2 5.976 3.717 2.535
H3 2.123 5.534 3.240
O6 1.266 -1.653 -0.424
H4 1.680 -2.387 -0.023
H5 1.871 -1.270 -1.064
O7 -2.418 1.432 1.875
H6 -1.508 1.835 1.968
H7 -2.346 0.855 2.658
C8 4.319 -0.608 -2.017
C9 5.212 0.106 -3.084
N2 4.410 0.618 -4.194
C10 3.524 1.678 -3.594
C11 2.742 1.153 -2.393
N3 2.923 -0.292 -2.329
C12 2.547 -0.922 -3.602
C13 3.561 -0.486 -4.679
H8 4.548 -0.300 -1.002
H9 4.446 -1.710 -2.105
H10 6.089 -0.469 -3.444
H11 5.632 0.993 -2.595
H12 2.881 1.949 -4.407
H13 4.169 2.553 -3.441
H14 1.654 1.364 -2.533
H15 3.098 1.595 -1.446
H16 1.535 -0.616 -3.877
H17 2.412 -1.972 -3.510
H18 3.003 -0.160 -5.565
H19 4.179 -1.303 -4.961
C14 -3.524 -0.060 -7.211
C15 -3.373 0.183 -5.703
C16 -3.960 1.277 -5.109
C17 -3.761 1.563 -3.787
C18 -4.552 2.741 -3.216
C19 -3.028 0.664 -2.995
Te1 -2.785 0.879 -0.821
N4 -2.239 2.802 -0.948
C20 -0.946 2.642 -1.105
O8 -0.334 1.515 -1.094
C21 -0.113 3.877 -1.242
C22 -0.621 5.091 -1.718
C23 0.240 6.215 -1.732
C24 1.556 6.107 -1.270
C25 2.001 4.929 -0.693
C26 1.196 3.824 -0.708
C27 -4.730 1.436 -0.213
C28 -4.822 2.677 0.404
C29 -6.035 3.085 0.936
C30 -7.153 2.241 0.864
C31 -7.079 0.984 0.287
C32 -5.848 0.565 -0.237
C33 -5.679 -0.815 -0.831
C34 -2.346 -0.430 -3.547
C35 -1.370 -1.329 -2.794
C36 -2.632 -0.681 -4.904
H20 -3.142 0.720 -7.833
H21 -4.571 -0.079 -7.445
H22 -3.015 -0.993 -7.449
H23 -4.527 2.034 -5.636
H24 -4.548 3.598 -3.887
H25 -4.229 3.082 -2.238
H26 -5.605 2.419 -3.151
H27 -1.639 5.154 -2.083
H28 -0.078 7.180 -2.204
H29 2.191 6.986 -1.301
H30 2.983 4.861 -0.210
H31 1.587 2.894 -0.370
H32 -3.982 3.316 0.520
H33 -6.121 4.025 1.438
H34 -8.053 2.580 1.289
H35 -7.958 0.327 0.317
H36 -6.617 -1.349 -0.921
H37 -4.984 -1.381 -0.238
H38 -5.312 -0.672 -1.835
H39 -0.711 -0.729 -2.098
H40 -0.733 -1.767 -3.559
H41 -1.938 -2.020 -2.276
H42 -2.093 -1.521 -5.376
N5 5.260 -5.699 2.456
C37 5.237 -4.414 1.950
C38 4.060 -3.781 1.572
N6 4.021 -2.533 1.157
C39 5.161 -1.861 1.161
C40 6.337 -2.459 1.533
N7 6.383 -3.759 1.864
H43 4.417 -6.121 2.817
H44 6.030 -5.844 3.109
H45 3.155 -4.356 1.604
H46 5.218 -0.843 0.826
H47 7.239 -1.823 1.520
F1 0.194 -6.155 5.894
C41 -1.087 -5.695 5.550
C42 -2.100 -6.322 6.169
F2 -1.900 -7.537 6.891
C43 -3.448 -5.912 6.040
C44 -3.565 -4.704 5.234
C45 -2.554 -4.107 4.552
F3 -2.871 -3.076 3.761
C46 -1.216 -4.586 4.674
C47 -0.015 -4.094 3.883
C48 -0.008 -2.824 3.392
N8 0.101 -1.711 3.024
C49 1.050 -4.888 3.649
N9 1.990 -5.574 3.418
F4 -4.817 -4.205 5.021
C50 -4.597 -6.699 6.513
C51 -4.505 -7.960 7.034
N10 -4.493 -9.038 7.460
C52 -5.843 -6.155 6.684
N11 -6.920 -5.672 6.791

3.
The following is a DFT calculation (wB97M-V/def2-TZVPD) of C52H47N4O3PS4SnTe as an isolated structure.

Energy (eV): -132544.507
Highest occupied orbital energy (Ha): -0.267
Kohn-Sham gap (eV): 7.332

Geometry (Å):
Sn1 -0.848 1.355 -0.743
N1 -3.006 0.399 0.230
C1 -4.069 0.532 -0.754
C2 -3.851 1.770 -1.674
O1 -4.795 2.192 -2.302
O2 -2.665 2.245 -1.698
H1 -2.885 -0.568 0.521
H2 -3.213 0.960 1.053
H3 -5.060 0.639 -0.305
H4 -4.068 -0.345 -1.404
N2 -0.770 -1.806 -1.901
P1 -0.017 -1.348 -3.206
C3 -0.753 0.130 -3.984
C4 -2.145 0.115 -3.986
C5 -2.860 1.098 -4.642
C6 -2.177 2.113 -5.292
C7 -0.792 2.127 -5.311
C8 -0.074 1.128 -4.674
C9 1.768 -1.035 -3.049
C10 2.677 -2.075 -3.213
C11 4.018 -1.872 -2.934
C12 4.452 -0.636 -2.479
C13 3.545 0.394 -2.285
C14 2.205 0.193 -2.561
C15 -0.301 -2.536 -4.554
C16 -1.304 -3.481 -4.394
C17 -1.615 -4.356 -5.419
C18 -0.927 -4.278 -6.618
C19 0.056 -3.316 -6.795
C20 0.367 -2.441 -5.770
H5 -2.643 -0.693 -3.467
H6 -3.940 1.088 -4.643
H7 -2.726 2.893 -5.798
H8 -0.267 2.913 -5.836
H9 1.007 1.133 -4.720
H10 2.327 -3.038 -3.560
H11 4.731 -2.675 -3.061
H12 5.500 -0.473 -2.274
H13 3.882 1.354 -1.917
H14 1.495 1.007 -2.406
H15 -1.831 -3.519 -3.455
H16 -2.394 -5.095 -5.293
H17 -1.166 -4.962 -7.419
H18 0.573 -3.251 -7.742
H19 1.126 -1.685 -5.915
O3 -0.179 2.984 0.290
C21 -0.423 4.303 0.675
C22 0.897 5.015 0.666
C23 1.274 6.179 0.077
C24 2.651 6.456 0.237
C25 3.291 5.500 0.953
S1 2.233 4.228 1.423
C26 -1.034 4.311 2.052
C27 -2.095 3.565 2.460
C28 -2.446 3.783 3.810
C29 -1.648 4.701 4.409
S2 -0.442 5.301 3.337
C30 -1.377 4.945 -0.292
C31 -2.586 5.520 -0.065
C32 -3.265 5.860 -1.257
C33 -2.546 5.558 -2.365
S3 -1.031 4.846 -1.977
H20 0.593 6.816 -0.452
H21 3.129 7.327 -0.172
H22 4.322 5.455 1.238
H23 -2.617 2.909 1.786
H24 -3.260 3.282 4.304
H25 -1.690 5.064 5.417
H26 -2.982 5.694 0.921
H27 -4.253 6.286 -1.275
H28 -2.813 5.705 -3.392
S4 0.723 1.051 6.692
C34 0.229 0.971 4.978
C35 1.088 1.387 3.972
C36 0.698 1.190 2.659
N3 -0.454 0.630 2.319
C37 -1.284 0.274 3.291
C38 -1.002 0.433 4.636
C39 2.000 -0.216 6.536
C40 3.316 0.122 6.269
C41 4.236 -0.913 6.155
N4 3.920 -2.186 6.294
C42 2.666 -2.496 6.567
C43 1.659 -1.550 6.697
H29 2.037 1.844 4.200
H30 1.326 1.504 1.836
H31 -2.211 -0.192 2.984
H32 -1.701 0.127 5.398
H33 3.620 1.149 6.159
H34 5.276 -0.711 5.937
H35 2.459 -3.552 6.682
H36 0.646 -1.845 6.920
C44 0.893 -7.418 2.617
C45 0.762 -6.087 1.934
C46 0.264 -5.987 0.644
C47 0.076 -4.761 0.023
C48 -0.477 -4.731 -1.363
C49 0.397 -3.582 0.697
Te1 -0.022 -1.564 -0.020
C50 0.961 -3.668 1.972
C51 1.412 -2.470 2.759
C52 1.130 -4.911 2.570
H37 0.556 -8.218 1.961
H38 0.288 -7.436 3.524
H39 1.925 -7.617 2.902
H40 0.009 -6.886 0.099
H41 -0.559 -5.730 -1.782
H42 0.163 -4.126 -2.000
H43 -1.459 -4.263 -1.353
H44 1.355 -1.552 2.180
H45 2.445 -2.613 3.076
H46 0.800 -2.346 3.653
H47 1.561 -4.946 3.562